{
  "formula": "C36H36LuN6P2S",
  "method": "the ωB97M-V functional and the def2-TZVPD basis",
  "species": ["C", "H", "H", "C", "H", "N", "P", "H", "H", "H", "C", "C", "H", "N", "C", "N", "C", "C", "C", "H", "H", "H", "H", "H", "H", "C", "S", "C", "C", "C", "H", "H", "C", "H", "H", "N", "H", "H", "H", "H", "C", "H", "H", "C", "Lu", "N", "C", "C", "H", "C", "C", "H", "P", "C", "C", "H", "C", "H", "C", "C", "H", "H", "H", "C", "C", "H", "H", "C", "H", "C", "C", "H", "C", "H", "C", "C", "H", "N", "C", "C", "C", "C"],
  "xyz": [[-2.0392, -3.4789, -2.6115], [2.7528, 3.4616, -1.2528], [-6.1084, -3.7921, 2.7227], [2.3825, -4.2859, 1.3198], [-2.8090, 3.9859, -2.5189], [0.6948, 1.2128, -2.3539], [1.6034, -1.9554, -0.0424], [2.9208, -6.0748, 2.3641], [-2.2376, 1.6192, -2.2679], [-7.1405, -1.9253, 1.4824], [0.5574, -3.0318, 2.2738], [-4.5852, 3.3111, 0.2814], [2.9364, 4.4317, 1.9678], [1.4220, 3.3584, 1.0880], [3.6648, -0.4445, -1.0693], [0.1586, 3.2660, 0.6842], [1.9562, 2.1313, 1.1315], [3.3928, 4.2504, -0.8474], [4.8361, 0.2926, -1.0145], [0.7482, 5.0415, -1.1557], [-4.0468, -1.5978, -2.0418], [-0.0920, -2.1637, 2.2471], [3.8525, 4.7538, -1.6969], [-0.3191, -3.8500, 4.0536], [1.9028, -3.9580, -1.4461], [4.0733, -1.2779, 1.1562], [2.2216, 1.4681, -4.6492], [-5.4853, -3.1111, 2.1581], [-5.2811, -1.1884, 0.7253], [-0.7226, -4.0023, -2.4967], [-4.6403, 1.4247, 1.2934], [-2.9142, -4.0058, -2.9593], [-2.8994, 2.0855, -1.5393], [-3.0178, -0.3523, -2.7653], [1.1934, -5.8032, 4.1004], [-0.6935, -1.8543, -1.8346], [2.1373, -2.4597, -2.3592], [3.7731, -1.8776, 2.0065], [1.7961, 6.3484, -1.7078], [0.8553, 6.5449, -0.2263], [1.3340, 1.3118, -3.3557], [1.3994, 5.2986, 1.8032], [-0.4092, -5.0013, -2.7565], [-3.8990, -1.3576, 0.7050], [-0.1565, -0.0318, -0.8308], [1.0355, 1.2849, 0.7521], [5.6290, 0.2456, 0.1262], [2.0970, 4.6295, 1.3032], [3.2523, 6.0705, 0.2728], [1.4240, 5.8311, -0.8240], [-3.4341, 1.3392, -0.4836], [3.0477, -0.4003, -1.9610], [-2.7895, -0.3599, -0.3208], [-1.9864, -2.1711, -2.1965], [-3.3182, -2.4173, 1.4013], [-4.3370, 5.0774, -0.9087], [1.2841, -5.0665, 3.3134], [-5.2395, 3.7913, 0.9972], [-6.0673, -2.0601, 1.4618], [0.0676, -2.9890, -2.0133], [2.9676, 1.8867, 1.4149], [4.1899, 3.7893, -0.2577], [-3.6606, -4.1303, 2.6429], [0.4348, -3.9710, 3.2864], [-4.1117, -3.2975, 2.1197], [5.8739, -0.5849, 2.0882], [-2.2447, -2.5638, 1.3583], [3.2792, -1.2419, 0.0133], [6.5473, 0.8173, 0.1670], [2.2582, -5.2198, 2.3342], [1.5136, -2.9548, -1.6092], [-5.7446, -0.3944, 0.1541], [-3.0601, -1.1397, -2.0071], [3.1478, -4.4035, 0.5617], [5.2497, -0.5407, 1.2046], [-4.0749, 4.0352, -0.7846], [5.1301, 0.9039, -1.8583], [-0.0622, 2.0291, 0.4765], [-3.2209, 3.4223, -1.6918], [1.5260, -3.1878, 1.2840], [2.5885, 5.2542, -0.0210], [-4.2609, 1.9703, 0.4395]],
  "atomic_forces_ev_per_a": [[-0.145, 0.167, 0.001], [0.007, -0.016, -0.004], [0.006, 0.002, 0.001], [-0.006, 0.041, -0.022], [-0.001, -0.019, 0.000], [0.044, -0.081, -0.309], [0.748, -0.802, -0.333], [0.005, 0.013, -0.012], [-0.022, 0.076, -0.005], [0.002, -0.002, -0.003], [0.109, 0.017, -0.086], [-0.012, 0.021, 0.022], [-0.029, -0.069, 0.031], [0.209, -0.424, 0.271], [-0.010, -0.094, 0.060], [-0.121, 0.162, -0.165], [0.016, 0.027, -0.089], [-0.018, 0.092, 0.072], [0.016, 0.027, -0.009], [-0.028, 0.014, -0.025], [-0.069, 0.091, 0.020], [-0.036, -0.028, 0.053], [0.019, -0.021, -0.002], [0.004, 0.014, -0.012], [0.066, 0.000, -0.018], [-0.048, 0.001, -0.049], [0.202, 0.018, -0.278], [0.006, -0.018, 0.009], [0.013, 0.005, -0.074], [0.146, 0.018, 0.001], [-0.050, -0.019, -0.009], [-0.005, 0.007, 0.034], [-0.093, -0.124, 0.021], [-0.059, -0.041, -0.004], [-0.008, 0.003, -0.001], [-0.117, -0.235, 0.080], [0.037, -0.040, 0.005], [0.025, -0.010, 0.002], [-0.008, -0.018, -0.010], [-0.035, 0.003, -0.043], [-0.164, 0.103, 0.418], [-0.028, -0.078, 0.058], [0.036, 0.002, 0.073], [0.432, -0.032, 0.222], [0.391, 0.476, 0.448], [-0.128, 0.104, 0.026], [0.019, 0.028, -0.016], [0.205, 0.579, -0.256], [-0.021, 0.013, 0.082], [0.116, 0.007, 0.078], [0.057, -0.075, -0.044], [0.042, 0.061, -0.031], [-1.251, 0.034, -0.507], [-0.094, -0.238, -0.063], [-0.014, 0.081, -0.022], [0.001, -0.001, 0.010], [-0.001, 0.030, -0.012], [0.003, -0.011, 0.000], [-0.029, 0.022, -0.024], [-0.051, -0.230, -0.056], [0.006, 0.053, -0.027], [0.021, -0.014, -0.041], [0.008, 0.012, 0.006], [-0.037, -0.031, 0.076], [-0.036, -0.038, 0.019], [-0.009, 0.001, -0.007], [-0.020, -0.033, 0.017], [-0.147, 0.150, 0.017], [0.001, -0.017, 0.013], [0.053, -0.062, -0.001], [-0.136, 0.209, 0.006], [-0.011, 0.031, 0.019], [0.307, 0.045, 0.002], [-0.005, -0.035, 0.004], [0.047, 0.014, 0.063], [0.009, 0.001, -0.013], [-0.020, -0.028, -0.017], [0.084, 0.034, 0.273], [0.021, 0.082, -0.022], [-0.307, 0.294, 0.061], [-0.175, -0.248, -0.011], [0.067, -0.051, 0.057]],
  "mulliken_charge": [-1.052, 0.145, 0.390, -0.107, 0.482, -0.923, 1.385, 0.412, 0.141, 0.419, -0.297, -0.705, 0.388, 0.613, -0.331, -0.962, -0.254, -1.306, -0.868, 0.262, 0.446, 0.410, 0.488, 0.443, 0.499, -0.666, -0.365, -0.584, -0.445, -1.055, 0.517, 0.496, -0.516, 0.518, 0.408, 0.265, 0.475, 0.418, 0.425, 0.391, 0.386, 0.383, 0.504, 0.383, 1.067, -0.167, -0.571, -1.110, 0.334, -1.435, 0.869, 0.020, 1.114, 0.488, -0.394, 0.407, -0.433, 0.421, -0.733, 0.260, 0.438, 0.319, 0.465, -0.832, -0.566, 0.417, 0.248, 0.740, 0.425, -0.824, -0.851, 0.537, -0.946, 0.426, -0.751, -0.579, 0.493, 0.348, -0.903, 0.114, 0.766, -0.673],
  "total_charge": 1,
  "multiplicity": 1,
  "homo_ev": -9.819,
  "relative_energy_kcal_mol": 0.0
}